No. 1
Formula: C31H89N9O14
Source: the Open Molecules 2025 dataset
Level of theory: ωB97M-V/def2-TZVPD

The calculation puts the total energy at -75659.6197 eV. The net charge is 0. The value obtained for the energy above the lowest of the compared OMol25 structures with the same formula, charge and spin is 0.0 kcal per mole.

Each line ends with the Mulliken charge.
CARTESIAN COORDINATES (ANGSTROEM)
C: 0.08060 2.16334 1.34099  -1.536
C: -0.11283 0.58270 1.50031  1.176
C: -1.63290 0.17397 1.28925  -1.210
C: -2.13871 0.31189 -0.13649  -0.702
C: -1.33390 -0.68465 -1.04680  -0.990
C: 0.19416 -0.35229 -0.92834  1.422
N: 0.64716 -0.14427 0.44205  0.627
O: 1.96503 0.03021 0.67937  -0.440
C: 1.06721 -1.69325 -1.28093  -1.906
C: 0.41438 0.73833 -2.00319  -1.809
C: 0.30651 0.03982 2.94946  -1.879
H: 1.13202 2.42557 1.22330  0.296
H: -0.19843 2.57298 2.31178  0.430
H: -0.49069 2.51534 0.48202  0.296
H: -1.87077 -0.77905 1.76177  0.388
H: -2.14429 0.94064 1.87131  0.476
H: -2.13637 1.36776 -0.40712  0.307
H: -3.19130 0.02908 -0.12263  0.349
H: -1.66951 -0.65323 -2.08337  0.508
H: -1.53363 -1.69157 -0.68031  0.383
H: 2.11893 -1.54210 -1.52409  0.397
H: 1.06643 -2.39191 -0.44428  0.456
H: 0.84202 -2.29761 -2.15965  0.359
H: 0.03868 0.36522 -2.95595  0.437
H: -0.08957 1.66806 -1.73909  0.282
H: 1.44590 1.07850 -2.09453  0.359
H: 1.37975 0.11857 3.12284  0.384
H: 0.02371 -1.00413 3.08471  0.399
H: -0.30995 0.56908 3.67607  0.425
H: 2.37253 -0.82500 0.83477  0.296
C: 5.23067 5.10836 4.63303  0.656
O: 6.10918 5.91730 4.67860  -0.645
N: 5.46937 3.81553 4.65173  -0.371
N: 3.96896 5.44685 4.68237  -0.362
H: 4.84907 3.07127 4.93703  0.167
H: 6.40936 3.47232 4.51484  0.203
H: 3.63563 6.39890 4.73324  0.199
H: 3.38958 4.62870 4.55972  0.157
C: -4.29838 1.26612 -5.80877  0.695
O: -4.85269 0.74678 -6.73666  -0.666
N: -4.82687 1.43666 -4.60070  -0.406
N: -3.12259 1.85150 -5.98191  -0.363
H: -4.13754 1.78670 -3.95077  0.192
H: -5.80384 1.18601 -4.54766  0.211
H: -2.97475 2.05421 -6.96026  0.240
H: -3.01285 2.59217 -5.30407  0.098
C: 2.30500 -5.58820 4.09385  0.706
O: 1.34779 -6.23075 4.43770  -0.657
N: 3.50247 -5.46420 4.67303  -0.424
N: 2.32598 -4.85124 3.05904  -0.267
H: 4.26776 -5.02297 4.18338  0.196
H: 3.62800 -6.20239 5.35083  0.232
H: 3.11482 -4.23341 2.93204  0.084
H: 1.64203 -4.70505 2.33038  0.135
C: 6.21772 -4.40764 0.00900  0.698
O: 5.54505 -3.64243 0.67509  -0.684
N: 6.38407 -5.60728 0.43315  -0.375
N: 6.74175 -4.15445 -1.14548  -0.381
H: 5.79394 -5.93053 1.18639  0.194
H: 7.07608 -6.24391 0.06450  0.162
H: 7.34472 -4.82757 -1.59651  0.164
H: 6.63517 -3.22694 -1.53078  0.223
C: -5.30471 -5.82790 -1.91333  -1.076
C: -5.20537 -6.50031 -3.24117  -0.075
O: -3.78837 -6.77713 -3.48540  -0.509
H: -4.59842 -5.06213 -1.59263  0.270
H: -5.21232 -6.61977 -1.17004  0.278
H: -6.28438 -5.41818 -1.66738  0.353
H: -5.43928 -5.70147 -3.94491  0.236
H: -5.90412 -7.33184 -3.33288  0.224
H: -3.42904 -6.43793 -4.30846  0.299
C: 2.35723 -0.47352 8.32357  -0.807
C: 3.18297 0.76216 8.65492  -0.211
O: 4.36925 0.80524 7.90041  -0.518
H: 2.78569 -1.47418 8.38013  0.331
H: 1.90421 -0.28071 7.35110  0.116
H: 1.52048 -0.62824 9.00476  0.318
H: 3.32687 0.83839 9.73270  0.274
H: 2.67113 1.66092 8.31092  0.207
H: 5.09217 0.20673 8.10233  0.290
C: 0.14510 8.04457 1.45629  -0.852
C: -1.26314 8.46067 1.17072  -0.263
O: -2.10497 7.62255 2.03872  -0.503
H: 0.26050 7.02379 1.09189  0.205
H: 0.17590 8.01593 2.54547  0.256
H: 0.89882 8.74562 1.09774  0.332
H: -1.44338 8.31489 0.10566  0.289
H: -1.38439 9.49569 1.49034  0.266
H: -1.94919 7.99131 2.91127  0.276
C: -5.92092 5.85295 1.16168  -1.281
C: -5.50642 4.87419 0.12113  -0.128
O: -4.10492 4.90569 -0.05794  -0.447
H: -7.00946 5.85813 1.10550  0.349
H: -5.69463 6.90464 0.98610  0.352
H: -5.55085 5.75242 2.18200  0.368
H: -6.10961 4.97869 -0.78074  0.336
H: -5.72498 3.95106 0.65792  0.207
H: -3.78351 5.20638 0.79520  0.237
C: 7.37576 2.18696 -1.73932  -0.898
C: 6.67007 2.53748 -0.38133  -0.255
O: 5.44121 3.19953 -0.62282  -0.494
H: 7.45705 3.13331 -2.27404  0.283
H: 6.94735 1.33171 -2.26192  0.249
H: 8.33373 1.75480 -1.45015  0.309
H: 7.25890 3.19759 0.25556  0.277
H: 6.51093 1.58359 0.12154  0.257
H: 4.74534 2.55876 -0.45919  0.272
C: 0.95849 -7.24186 -4.00684  -0.907
C: 0.76934 -7.09538 -2.52889  -0.113
O: -0.14481 -7.97471 -1.93914  -0.538
H: 0.66444 -6.31150 -4.49270  0.155
H: 0.71989 -8.18301 -4.50220  0.329
H: 2.02873 -7.09471 -4.15188  0.326
H: 0.38343 -6.09522 -2.33184  0.212
H: 1.70196 -7.36620 -2.03395  0.256
H: -0.99679 -7.67958 -2.26873  0.277
C: 0.21541 4.74979 -6.15453  -0.963
C: -0.20876 5.26119 -4.78132  -0.249
O: -1.47777 4.73325 -4.41667  -0.469
H: -0.69352 4.71983 -6.75541  0.249
H: 0.48019 3.71131 -5.95568  0.226
H: 1.11129 5.24296 -6.53173  0.347
H: -0.28061 6.34878 -4.79077  0.274
H: 0.40762 5.05160 -3.90711  0.336
H: -1.62258 4.99740 -3.50516  0.264
C: -0.75951 -2.77350 -6.88581  -0.993
C: -2.04986 -3.32508 -6.28861  -0.228
O: -2.07400 -4.72179 -6.56194  -0.485
H: -0.68884 -3.02001 -7.94522  0.411
H: 0.05905 -3.03362 -6.21471  0.193
H: -0.85935 -1.68962 -6.94362  0.300
H: -2.94470 -2.92206 -6.76287  0.297
H: -2.09048 -2.88574 -5.29191  0.236
H: -2.10178 -4.78227 -7.51964  0.270
C: -6.04052 -0.55405 4.71392  -1.010
C: -6.03061 -2.03500 4.76133  -0.106
O: -5.90933 -2.87321 5.99360  -0.525
H: -6.11138 -0.09602 3.72737  0.321
H: -5.04242 -0.21667 4.99336  0.253
H: -6.78118 0.13778 5.11502  0.345
H: -5.19394 -2.38989 4.15955  0.197
H: -6.95526 -2.30841 4.25305  0.202
H: -5.30295 -3.58022 5.76111  0.324

Forces on atoms 1 to 3 (eV/Å):
0.116 -1.881 0.955
-0.339 -0.775 -0.858
0.968 1.774 0.705



No. 2
Formula: C25H50BrFO5Si2
Source: the Open Molecules 2025 dataset
Level of theory: ωB97M-V/def2-TZVPD

The calculation puts the total energy at -125490.3370 eV. The net charge is 0.

Each line ends with the Mulliken charge.
CARTESIAN COORDINATES (ANGSTROEM)
C: 3.46199 2.13846 -0.94707  -1.500
C: 2.12733 1.42929 -0.85918  1.292
C: 2.00297 0.06174 -0.77774  -0.865
C: 0.78200 -0.55447 -0.66201  0.393
C: -0.38910 0.17374 -0.64050  0.210
C: -1.77273 -0.42222 -0.47682  -0.587
Si: -2.25614 -1.69732 -1.77852  0.246
C: -4.15882 -1.69779 -1.87975  -0.960
C: -4.73682 -2.45575 -0.65118  -0.537
C: -4.62046 -1.65141 0.64689  -0.355
F: -4.67686 -0.27536 0.40752  -0.293
O: -1.83699 -3.24831 -1.25140  0.072
Si: -0.52973 -3.98347 -1.99187  0.439
C: 0.58001 -4.63314 -0.56515  -0.763
C: -0.22031 -4.51053 0.71847  0.475
O: -0.03762 -3.70101 1.57755  -0.475
Br: -1.72913 -5.77989 0.96632  -0.212
C: -0.26188 1.54788 -0.74496  -0.407
C: 0.95510 2.16741 -0.85741  -1.175
H: 4.01931 1.93328 -0.02305  0.288
H: 3.29845 3.22089 -0.93973  0.361
H: 4.04623 1.85307 -1.82495  0.329
H: 2.93092 -0.50910 -0.80773  0.402
H: 0.76250 -1.63999 -0.56911  0.241
H: -1.93659 -0.80406 0.53905  0.151
H: -2.48736 0.40504 -0.58179  0.187
H: -1.74320 -1.38923 -3.12452  -0.187
H: -4.57676 -0.68966 -1.92962  0.471
H: -4.47119 -2.28141 -2.75638  0.462
H: -4.22318 -3.41039 -0.48343  0.194
H: -5.79523 -2.71044 -0.78755  0.421
H: -5.45951 -1.85637 1.32406  0.441
H: -3.72245 -1.90431 1.22473  0.192
H: 0.20997 -3.12040 -2.92089  -0.173
H: -1.04475 -5.18192 -2.68060  -0.248
H: 0.82387 -5.69205 -0.68419  0.483
H: 1.45497 -3.98916 -0.44101  0.369
H: -1.17334 2.14145 -0.72425  0.279
H: 0.97491 3.25379 -0.90796  0.307
C: -0.54949 0.29601 3.77107  -0.829
C: -0.76066 1.80050 3.72603  -0.138
O: -1.44395 2.24225 2.56752  -0.451
C: -2.74658 1.72822 2.36589  0.568
C: -3.72456 2.06020 3.47945  -1.392
H: 0.00097 -0.03783 2.88805  0.028
H: 0.01578 0.02096 4.66297  0.414
H: -1.49426 -0.25032 3.79394  0.341
H: 0.21203 2.29290 3.71142  0.127
H: -1.27252 2.15129 4.62940  0.300
H: -2.70172 0.64695 2.19555  -0.301
H: -3.10384 2.17129 1.43488  0.308
H: -3.41738 1.63290 4.43519  0.304
H: -4.71436 1.66896 3.23980  0.444
H: -3.79816 3.14115 3.61187  0.308
C: 4.59932 2.61665 6.48195  -1.069
C: 3.22298 2.03477 6.20644  -0.358
O: 2.69744 2.38357 4.93890  -0.424
C: 3.44940 1.97565 3.80898  -0.249
C: 3.63738 0.47162 3.70624  -0.982
H: 4.57548 3.70479 6.40210  0.283
H: 4.93021 2.34535 7.48536  0.397
H: 5.34611 2.25189 5.77537  0.264
H: 2.51843 2.42502 6.94175  0.363
H: 3.22920 0.94592 6.32949  0.302
H: 4.41580 2.49219 3.79020  0.334
H: 2.89481 2.32533 2.93647  0.239
H: 4.19445 0.06917 4.55369  0.353
H: 4.18537 0.22149 2.79660  0.373
H: 2.66940 -0.03210 3.67992  0.180
C: -0.19029 0.14754 -8.20616  -1.069
C: -0.70496 0.28362 -6.78289  -0.331
O: -0.19033 -0.68950 -5.89258  -0.401
C: 1.21560 -0.70922 -5.72275  -0.318
C: 1.78735 0.59191 -5.18475  -0.975
H: -0.42140 -0.84310 -8.60160  0.288
H: -0.65242 0.89846 -8.84838  0.396
H: 0.89094 0.28009 -8.26420  0.267
H: -1.78727 0.14943 -6.78197  0.332
H: -0.51659 1.29104 -6.39564  0.310
H: 1.70691 -0.99470 -6.65997  0.319
H: 1.42131 -1.50932 -5.00980  0.278
H: 1.61482 1.42734 -5.86489  0.293
H: 2.86429 0.49783 -5.03700  0.419
H: 1.32459 0.84502 -4.22822  0.189

Forces on atoms 1 to 3 (eV/Å):
-0.302 0.014 0.656
0.106 0.909 -0.353
1.221 -0.245 -0.066



No. 3
Formula: C4H5NO2
Source: the Open Molecules 2025 dataset
Level of theory: ωB97M-V/def2-TZVPD

The calculation puts the total energy at -9807.5008 eV. The SMILES is C#CCN(O)C=O. The net charge is 0. The value obtained for the energy above the lowest of the compared OMol25 structures with the same formula, charge and spin is 157.1 kcal per mole.

Each line ends with the Mulliken charge.
CARTESIAN COORDINATES (ANGSTROEM)
C: -0.55841 -2.05985 0.74152  -0.313
C: -0.62444 -0.77869 0.96007  -0.036
C: -0.62115 0.57201 0.72860  -0.460
N: 0.46230 0.93117 -0.03907  0.018
O: 1.67837 0.23361 0.24213  -0.470
C: 0.20228 0.42248 -1.43949  0.230
O: -0.88320 0.79329 -2.00746  -0.512
H: -0.90215 -3.16895 0.76425  0.327
H: -0.75122 1.19083 1.68862  0.258
H: -1.56833 0.98221 0.18987  0.273
H: 2.50250 1.06017 0.17656  0.370
H: 1.06346 -0.17827 -2.00561  0.314

Forces on atoms 1 to 3 (eV/Å):
-1.724 4.982 1.756
-0.490 -11.710 -1.068
-3.471 4.368 2.761



| no. | Kohn-Sham gap (eV) |
| --- | --- |
| 1 | 8.0 |
| 2 | 9.2 |
| 3 | 10.1 |